Here is 2 unconnected molecules or ions with the total composition C3HOS3 at a distorted geometry from OMol25. Energies are from ωB97M-V/def2-TZVPD.

Structure (XYZ):
```
8
Properties=species:S:1:pos:R:3:forces:R:3
S -1.050 0.048 2.076 -0.045 -0.358 -0.389
S 0.630 2.399 -0.680 0.047 -0.175 0.054
S -1.864 -0.316 -1.172 -0.754 -0.139 -0.361
O 1.449 -0.900 1.655 -0.829 -0.246 -0.762
C 0.332 -0.553 1.658 0.974 0.640 1.470
C 0.262 0.872 -0.931 0.529 -0.197 -0.356
C -0.103 -0.338 -1.240 -2.389 3.700 0.943
H 0.344 -1.213 -1.366 2.465 -3.225 -0.601
```
Forces are in eV/Å.

The value obtained for the max |F| is 4.504 eV Å⁻¹. As for the net charge: -1. The electronic energy comes out at -37680.29111 eV. For the LUMO energy, the calculation gives 3.179 eV.

=====

Here is 2 unconnected molecules or ions with the total composition C4H9N3O at a distorted geometry from OMol25. Energies are from ωB97M-V/def2-TZVPD.

Structure (XYZ):
```
17
Properties=species:S:1:pos:R:3:forces:R:3
O -2.361 2.381 0.905 0.042 -0.172 -0.081
N 0.188 -0.945 -0.075 1.516 -0.162 0.044
N 0.552 1.719 -0.047 -2.085 -0.416 0.538
N -0.576 -1.854 -0.856 0.086 -0.145 -0.919
C 1.536 -0.516 -0.533 -1.096 -2.557 0.274
C 2.629 -0.576 0.224 -0.762 0.433 -0.271
C -0.458 1.152 0.155 2.122 3.047 -0.467
C -1.889 1.121 0.474 -0.364 -0.602 0.179
H -2.447 0.858 -0.431 -0.009 0.036 0.171
H -1.749 2.731 1.561 0.018 -0.013 -0.074
H 2.577 -0.743 1.289 -0.045 -0.227 0.112
H -1.295 -1.353 -1.378 0.175 0.207 0.326
H 3.587 -0.302 -0.181 0.125 0.107 -0.112
H -2.067 0.338 1.223 -0.077 0.070 -0.103
H 1.567 -0.374 -1.605 -0.008 0.356 0.026
H -0.037 -2.321 -1.595 0.211 0.086 0.655
H 0.243 -1.316 0.871 0.153 -0.048 -0.297
```
Forces are in eV/Å.

The value obtained for the max |F| is 3.742 eV Å⁻¹. Its structure (SMILES) is C=CNN.N#CCO. As for the net charge: 0. The electronic energy comes out at -10808.15873 eV. For the LUMO energy, the calculation gives 0.812 eV.

=====

Here is a molecular structure, C9H12F3N2O6S3 at a distorted geometry from OMol25. Energies are from ωB97M-V/def2-TZVPD.

Structure (XYZ):
```
35
Properties=species:S:1:pos:R:3:forces:R:3
S -2.328 -0.614 -2.516 2.714 -5.754 1.356
S -1.972 0.864 -0.196 -2.366 2.731 -0.824
S -3.457 0.977 -3.419 1.017 2.943 -5.859
F -5.382 0.467 -1.616 0.482 1.491 -0.880
F -4.930 2.670 -1.974 -0.066 -1.881 -0.222
F -6.042 1.509 -3.449 1.420 -0.242 1.216
O -1.244 1.787 -1.081 0.361 -1.732 0.701
O -3.885 0.470 -4.734 -0.361 -0.877 2.417
O -3.254 1.503 0.196 1.404 -1.331 0.332
O -3.003 -1.848 -2.948 -0.617 2.203 0.873
O -2.670 2.184 -3.694 -0.853 -1.132 2.240
O -0.995 -0.614 -3.125 -1.458 1.920 0.733
N 3.418 -0.614 1.404 0.917 0.198 0.150
N -2.353 -0.629 -0.857 0.751 2.035 -1.146
C -5.031 1.428 -2.507 -1.836 0.504 0.277
C 3.216 -1.426 0.300 1.205 -2.551 0.681
C 4.159 -1.255 2.402 0.421 -3.265 -1.311
C -1.006 0.713 1.352 0.232 -0.973 0.368
C 0.412 0.041 1.162 -0.397 -0.479 0.938
C 3.824 -2.722 0.577 0.003 2.127 1.618
C 1.463 0.694 2.155 0.251 -0.062 -0.657
C 2.929 0.781 1.568 -0.671 -0.422 0.957
C 4.442 -2.623 1.947 -1.720 2.588 -1.623
H 4.994 -3.425 2.480 -0.521 0.897 -0.432
H 2.678 -1.120 -0.630 0.578 -0.090 1.275
H 3.578 1.266 2.353 -0.529 -0.440 -0.983
H -0.933 1.752 1.785 -0.217 -0.901 -0.987
H 0.287 -1.036 1.476 0.239 1.032 -0.574
H 3.833 -3.618 -0.090 -0.058 1.129 0.710
H 2.988 1.364 0.615 -0.085 -0.675 0.741
H 1.535 0.039 3.072 -0.143 0.931 -0.772
H -1.630 0.129 2.088 0.549 0.502 -0.875
H 0.745 0.013 0.094 -0.339 0.436 0.870
H 4.486 -0.830 3.378 -0.639 0.017 -1.214
H 1.125 1.727 2.429 0.332 -0.873 -0.095
```
Forces are in eV/Å.

The value obtained for the max |F| is 6.634 eV Å⁻¹. As for the net charge: -1. The electronic energy comes out at -65448.38734 eV. For the LUMO energy, the calculation gives 2.576 eV.

=====

Here is C7H14O2 in the gas phase from OMol25. Energies are from ωB97M-V/def2-TZVPD.

Structure (XYZ):
```
23
Properties=species:S:1:pos:R:3:forces:R:3
O -0.062 -0.757 1.970 0.053 -0.176 0.226
O 2.010 0.925 1.328 0.101 0.283 0.192
C -0.420 -2.327 -0.264 0.066 -0.092 0.052
C -1.727 -0.500 -1.281 0.018 -0.102 0.016
C 1.520 0.865 -1.057 0.108 -0.181 0.425
C 1.361 0.195 0.302 -0.354 -0.286 -0.363
C -0.118 -0.091 0.718 0.348 0.247 -0.013
C -0.747 -1.045 -0.286 0.020 0.114 0.038
C -0.915 1.208 0.903 0.209 -0.313 -0.016
H 1.744 1.849 1.254 0.063 -0.034 0.046
H 1.104 0.240 -1.839 -0.089 -0.065 -0.159
H 0.654 -0.349 2.475 -0.047 0.058 -0.041
H 2.579 1.013 -1.256 0.078 0.030 -0.056
H -2.643 -0.189 -0.777 -0.034 0.083 -0.067
H 1.871 -0.776 0.289 -0.172 0.104 -0.011
H -1.325 0.364 -1.810 -0.041 0.070 -0.063
H -0.459 1.807 1.692 0.002 0.016 -0.011
H -1.923 0.959 1.224 -0.095 0.026 0.027
H 1.028 1.834 -1.072 -0.095 0.186 -0.060
H -0.967 1.796 -0.009 -0.063 0.108 -0.087
H 0.261 -2.726 0.468 0.082 -0.009 0.178
H -1.980 -1.268 -2.009 -0.045 0.027 -0.037
H -0.845 -3.028 -0.962 -0.111 -0.095 -0.213
```
Forces are in eV/Å.

The value obtained for the max |F| is 0.582 eV Å⁻¹. Its structure (SMILES) is C=C(C)[C@@](C)(O)[C@@H](C)O. As for the net charge: 0. The electronic energy comes out at -11580.55265 eV. For the LUMO energy, the calculation gives 0.798 eV.

=====

Here is 3 unconnected molecules or ions with the total composition C16H21FN2O4S at a distorted geometry from OMol25. Energies are from ωB97M-V/def2-TZVPD.

Structure (XYZ):
```
45
Properties=species:S:1:pos:R:3:forces:R:3
S 0.341 -2.355 0.407 1.565 1.026 -0.196
F 0.395 -3.923 0.282 -0.581 0.788 0.108
O -0.858 2.524 -1.349 -0.030 0.126 -0.251
O 0.990 -1.842 -0.754 -0.522 -0.365 -0.564
O 0.974 -2.005 1.633 -0.775 -0.700 0.593
O 5.242 0.927 2.769 -0.091 -0.110 -0.074
N -4.950 -2.731 0.493 1.460 -0.945 -0.034
N -2.310 -3.947 0.586 -1.027 0.082 -0.037
C -3.777 -2.029 0.451 -0.279 1.666 -0.119
C 4.373 -1.049 1.791 -0.020 -0.156 0.173
C -1.350 -1.751 0.398 -0.224 -0.766 -0.009
C -1.448 -0.399 0.304 -1.230 1.417 -0.036
C -0.071 2.114 -2.479 0.221 -0.079 0.147
C -1.597 3.702 -1.702 -0.189 -0.120 0.127
C 5.645 -0.282 2.116 0.088 0.132 -0.130
C -2.783 0.230 0.305 1.426 -1.556 0.039
C -4.718 -4.022 0.555 -0.785 -0.576 0.049
C -2.504 -2.600 0.480 0.954 -0.590 0.121
C -3.427 -4.634 0.616 0.007 0.180 -0.029
C -1.020 4.207 -3.013 0.162 0.181 0.033
C -0.564 2.916 -3.672 -0.183 -0.133 -0.119
C -3.858 -0.604 0.364 -0.739 0.603 -0.005
C 3.376 0.078 1.580 -0.003 0.253 -0.213
C 3.826 1.093 2.618 0.036 -0.040 0.179
H -3.363 -5.723 0.690 0.023 0.334 -0.012
H 3.359 0.901 3.590 -0.085 0.023 -0.033
H -2.650 3.419 -1.816 -0.026 0.091 -0.020
H -4.858 -0.158 0.339 0.265 -0.340 0.057
H 6.188 -0.009 1.204 0.026 -0.093 -0.015
H -5.592 -4.686 0.561 0.297 0.275 0.048
H -0.176 1.038 -2.624 -0.011 0.000 0.109
H 3.493 0.494 0.575 -0.006 0.000 0.016
H 2.341 -0.225 1.704 0.043 -0.001 0.033
H -1.519 4.435 -0.898 0.021 -0.080 0.053
H -0.569 0.244 0.220 -0.255 -0.269 0.024
H 3.609 2.121 2.325 0.094 0.017 0.040
H -1.741 4.771 -3.604 -0.012 -0.021 0.029
H 4.071 -1.656 2.648 -0.001 -0.012 -0.036
H -1.417 2.413 -4.134 0.036 -0.006 -0.012
H 0.978 2.335 -2.257 0.019 -0.045 -0.064
H -0.159 4.851 -2.820 -0.036 0.010 0.003
H -2.923 1.308 0.254 0.345 -0.312 -0.057
H 4.481 -1.707 0.929 -0.003 0.027 0.001
H 0.202 3.056 -4.433 0.012 -0.009 0.038
H 6.320 -0.840 2.767 0.012 0.091 0.046
```
Forces are in eV/Å.

The value obtained for the max |F| is 2.111 eV Å⁻¹. Its structure (SMILES) is O=S(=O)(F)c1cccc2nccnc12.C1CCOC1.C1CCOC1. As for the net charge: 0. The electronic energy comes out at -41653.74798 eV. For the LUMO energy, the calculation gives -0.877 eV.

=====

Here is 2 unconnected molecules or ions with the total composition C10H16 at a distorted geometry from OMol25. Energies are from ωB97M-V/def2-TZVPD.

Structure (XYZ):
```
26
Properties=species:S:1:pos:R:3:forces:R:3
C -0.146 2.700 1.309 -0.716 0.432 0.382
C 1.744 0.305 -1.661 0.263 -0.071 0.052
C 2.484 0.825 -0.605 0.064 -0.300 0.407
C 0.416 0.646 -1.823 0.327 0.225 0.045
C -2.214 -1.397 -0.056 0.638 0.922 0.400
C -0.176 -2.970 0.325 -0.268 0.549 -0.414
C -0.184 1.499 -0.895 -0.254 -0.625 -0.696
C -1.013 -1.778 0.826 0.071 0.189 -0.095
C 0.518 1.940 0.202 -0.028 0.293 0.764
C 1.860 1.604 0.354 0.118 0.222 -0.715
H -2.415 -0.326 0.083 -0.136 -0.187 0.054
H -3.089 -1.928 0.292 -0.318 -0.320 -0.470
H 2.214 -0.379 -2.350 0.086 -0.015 -0.194
H 0.832 -2.630 0.119 0.418 -0.192 0.434
H 3.531 0.566 -0.480 -0.089 0.035 -0.122
H 0.403 3.584 1.626 0.318 -0.010 -0.048
H -0.258 2.068 2.198 0.052 0.013 -0.110
H -2.004 -1.498 -1.126 -0.179 -0.373 0.192
H -0.503 -3.281 -0.670 -0.352 -0.303 0.195
H 2.425 2.042 1.163 0.042 -0.149 0.209
H -0.091 0.260 -2.698 -0.322 0.088 0.137
H -0.365 -0.910 0.973 0.048 0.011 -0.288
H -1.385 -1.974 1.826 -0.126 -0.189 0.218
H -1.152 3.074 1.071 0.210 -0.301 -0.211
H -0.207 -3.801 1.028 0.235 -0.064 -0.235
H -1.224 1.761 -1.032 -0.099 0.120 0.110
```
Forces are in eV/Å.

The value obtained for the max |F| is 1.190 eV Å⁻¹. Its structure (SMILES) is Cc1ccccc1.CCC. As for the net charge: 0. The electronic energy comes out at -10629.34576 eV. For the LUMO energy, the calculation gives 1.042 eV.